[1]
{"formula": "C25H47Br2GdNO3Si2", "method": "the ωB97M-V functional and the def2-TZVPD basis", "symbols": ["O", "O", "C", "C", "H", "H", "H", "H", "H", "C", "C", "H", "H", "H", "H", "H", "C", "C", "C", "H", "H", "H", "H", "H", "C", "H", "H", "H", "H", "H", "H", "Gd", "C", "Si", "H", "H", "C", "C", "C", "C", "Si", "H", "H", "C", "C", "C", "H", "H", "H", "H", "H", "H", "H", "H", "H", "H", "H", "H", "H", "H", "H", "H", "H", "H", "Br", "C", "C", "C", "Br", "C", "C", "C", "C", "N", "C", "C", "O", "H", "H", "H", "H"], "positions_angstrom": [[-0.97256, -1.34523, -1.47707], [1.25279, 0.94577, -3.21357], [-0.09303, -2.38847, -2.03494], [-0.59844, -3.78928, -1.73792], [0.91183, -2.20651, -1.62670], [-0.02211, -2.22198, -3.12078], [-0.69570, -3.97903, -0.66278], [0.12574, -4.50781, -2.15012], [-1.56647, -3.98595, -2.21191], [-1.98714, -0.84529, -2.40543], [-1.76067, -1.08028, -3.89572], [-2.07187, 0.23550, -2.22778], [-2.93940, -1.28867, -2.10150], [-0.87890, -0.52765, -4.25305], [-2.63222, -0.70912, -4.47052], [-1.67205, -2.14526, -4.16338], [0.46496, 2.30169, -3.21754], [2.40260, 0.65311, -4.19137], [-0.49567, 2.41072, -4.35961], [1.23628, 3.07052, -3.21602], [-0.06665, 2.31756, -2.25670], [-0.01036, 2.35131, -5.33895], [-0.96048, 3.40267, -4.29698], [-1.30952, 1.67807, -4.30550], [2.03525, 0.92962, -5.61063], [2.62744, -0.40228, -4.05686], [3.27134, 1.24121, -3.88299], [1.19566, 0.32866, -5.97308], [2.86707, 0.66607, -6.27649], [1.83673, 1.98192, -5.81345], [1.69540, 0.90778, -2.17715], [-0.29666, -0.34242, 0.89932], [1.88021, 0.41244, -0.69857], [3.50786, 0.56328, 0.17586], [1.88359, -0.40186, -1.42067], [1.43826, 1.46942, -0.62121], [4.76591, -0.54654, -0.65458], [3.41059, 0.19675, 2.01195], [3.79693, 2.40369, -0.07607], [-2.13974, -1.60016, 1.11574], [-3.35929, -0.22906, 1.08358], [-2.11307, -2.26825, 1.99175], [-2.12987, -2.22498, 0.19787], [-4.68468, -0.54450, -0.21320], [-2.56137, 1.41040, 0.49627], [-4.11026, 0.12680, 2.77017], [3.20531, 2.79404, -0.91528], [4.84823, 2.59579, -0.30338], [3.50919, 2.95397, 0.82810], [4.54250, -1.60779, -0.45116], [5.77788, -0.32699, -0.28747], [4.76796, -0.39879, -1.74534], [2.81335, -0.69443, 2.24890], [2.98426, 1.04390, 2.56650], [4.42115, 0.01977, 2.39835], [-3.08674, 1.65328, -0.44146], [-1.47782, 1.53730, 0.24971], [-2.80784, 2.19335, 1.22957], [-4.97832, 0.79568, 2.66540], [-3.38933, 0.61439, 3.44228], [-4.44013, -0.80496, 3.25386], [-5.56891, 0.07702, -0.00859], [-4.98536, -1.60256, -0.21612], [-4.31912, -0.29024, -1.21974], [2.01215, -3.73800, 3.96247], [1.09143, -2.27451, 4.65074], [0.83229, -2.11270, 6.01366], [0.14858, -1.02381, 6.54247], [-0.14258, -0.91281, 8.42433], [-0.30649, 0.00998, 5.66497], [-0.97975, 1.16822, 6.08365], [-1.36346, 2.10727, 5.15262], [-1.11231, 1.89592, 3.79468], [-0.51678, 0.78164, 3.32821], [-0.08349, -0.14453, 4.24503], [0.60826, -1.32311, 3.73351], [0.77164, -1.50895, 2.44287], [1.18530, -2.87799, 6.67914], [-1.18696, 1.31336, 7.13960], [-1.86619, 3.01204, 5.44816], [-1.38614, 2.65086, 3.06806]], "lumo_ha": [-0.091, -0.108], "charge": 1, "e_tot_ev": -210987.95059, "multiplicity": 8, "homo_lumo_gap_ev": [7.22, 6.78], "homo_ev": [-9.709, -9.710]}

***

[2]
{"formula": "C25H47Cl2NNdO3Si2", "method": "the ωB97M-V functional and the def2-TZVPD basis", "symbols": ["O", "O", "C", "C", "H", "H", "H", "H", "H", "C", "C", "H", "H", "H", "H", "H", "C", "C", "C", "H", "H", "H", "H", "H", "C", "H", "H", "H", "H", "H", "H", "Nd", "C", "Si", "H", "H", "C", "C", "C", "C", "Si", "H", "H", "C", "C", "C", "H", "H", "H", "H", "H", "H", "H", "H", "H", "H", "H", "H", "H", "H", "H", "H", "H", "H", "Cl", "C", "C", "C", "Cl", "C", "C", "C", "C", "N", "C", "C", "O", "H", "H", "H", "H"], "positions_angstrom": [[-0.79608, -1.22124, -1.53284], [0.96118, 0.77299, -3.38551], [0.01986, -2.28726, -2.15228], [-0.58619, -3.61457, -1.77999], [1.03480, -2.21632, -1.76547], [0.07098, -2.14016, -3.25331], [-0.73790, -3.67455, -0.68217], [0.03481, -4.47381, -2.06558], [-1.55303, -3.71764, -2.28797], [-1.86623, -0.82934, -2.48542], [-1.75834, -1.07841, -3.99248], [-1.96176, 0.24273, -2.28916], [-2.78675, -1.33539, -2.14759], [-0.96668, -0.49111, -4.48725], [-2.73798, -0.73190, -4.37910], [-1.66329, -2.13849, -4.27692], [0.34347, 2.19404, -3.27791], [2.20750, 0.59701, -4.18007], [-0.60139, 2.47040, -4.41070], [1.20867, 2.85226, -3.25836], [-0.16043, 2.20765, -2.29766], [-0.09449, 2.46280, -5.38935], [-0.97542, 3.50820, -4.24902], [-1.46345, 1.78890, -4.40218], [2.03295, 0.88971, -5.63407], [2.49088, -0.45083, -3.97846], [2.93065, 1.26323, -3.70243], [1.24928, 0.28625, -6.10637], [2.99825, 0.62884, -6.12065], [1.86290, 1.95492, -5.82137], [1.49425, 0.68432, -2.45722], [-0.20320, -0.21651, 0.92525], [1.91158, 0.21594, -0.61140], [3.55485, 0.53941, 0.18815], [1.87315, -0.66397, -1.31735], [1.65653, 1.23024, -1.03440], [4.86346, -0.50606, -0.62894], [3.51297, 0.19310, 2.02587], [3.85838, 2.36695, -0.12346], [-2.14229, -1.56208, 1.07821], [-3.37697, -0.17742, 1.02757], [-1.94948, -2.21264, 1.95786], [-2.13184, -2.25183, 0.22156], [-4.74725, -0.57962, -0.20933], [-2.61237, 1.48054, 0.44763], [-4.14697, 0.13855, 2.71269], [3.25352, 2.73872, -0.95998], [4.90902, 2.58521, -0.34905], [3.56827, 2.95737, 0.75486], [4.65919, -1.56840, -0.43819], [5.86398, -0.27392, -0.24864], [4.85349, -0.37116, -1.71758], [2.82929, -0.63189, 2.27046], [3.17817, 1.08214, 2.57179], [4.51647, -0.07070, 2.38198], [-3.11335, 1.72375, -0.50229], [-1.52978, 1.62543, 0.23388], [-2.88124, 2.25489, 1.18158], [-5.03616, 0.78523, 2.65083], [-3.42799, 0.61305, 3.39286], [-4.43705, -0.83032, 3.13974], [-5.65409, 0.00863, -0.00009], [-4.98886, -1.64586, -0.11751], [-4.44503, -0.38860, -1.24985], [1.84629, -3.66314, 4.12598], [1.04276, -2.30877, 4.76607], [0.82487, -2.15707, 6.12634], [0.18057, -1.04941, 6.64725], [-0.06744, -0.93393, 8.32631], [-0.27359, 0.00153, 5.80054], [-0.92117, 1.16431, 6.25230], [-1.31942, 2.10881, 5.32185], [-1.10013, 1.91223, 3.95965], [-0.51049, 0.80565, 3.48011], [-0.08127, -0.12657, 4.38792], [0.56612, -1.31933, 3.87288], [0.69083, -1.49796, 2.58320], [1.16656, -2.93252, 6.79651], [-1.10828, 1.32739, 7.30777], [-1.81705, 3.02152, 5.62215], [-1.38850, 2.65588, 3.21735]], "lumo_ha": [-0.092, -0.092], "charge": 1, "e_tot_ev": -90390.35416, "multiplicity": 4, "homo_lumo_gap_ev": [6.97, 7.00], "homo_ev": [-9.473, -9.487]}

***

[3]
{"formula": "C25H47ClIInNO3Si2", "method": "the ωB97M-V functional and the def2-TZVPD basis", "symbols": ["O", "O", "C", "C", "H", "H", "H", "H", "H", "C", "C", "H", "H", "H", "H", "H", "C", "C", "C", "H", "H", "H", "H", "H", "C", "H", "H", "H", "H", "H", "H", "In", "C", "Si", "H", "H", "C", "C", "C", "C", "Si", "H", "H", "C", "C", "C", "H", "H", "H", "H", "H", "H", "H", "H", "H", "H", "H", "H", "H", "H", "H", "H", "H", "H", "Cl", "C", "C", "C", "I", "C", "O", "C", "N", "C", "C", "C", "C", "H", "H", "H", "H"], "positions_angstrom": [[-1.82772, 1.40503, 2.24627], [-2.47073, 2.59131, 0.15314], [-2.15038, 0.39970, 3.18065], [-1.09026, -0.68471, 3.36498], [-3.06052, -0.04936, 2.78706], [-2.40624, 0.83439, 4.14553], [-1.00743, -1.29687, 2.44028], [-1.34086, -1.38398, 4.19861], [-0.11919, -0.26726, 3.67422], [-0.63578, 2.18139, 2.53653], [-1.01716, 3.49514, 3.06994], [-0.02887, 2.25786, 1.63115], [0.07675, 1.66085, 3.21705], [-1.82195, 3.85669, 2.44761], [-0.14007, 4.14899, 3.15112], [-1.47351, 3.37814, 4.03939], [-2.17872, 3.75157, -0.70057], [-3.85187, 2.40030, 0.49239], [-0.70234, 3.82009, -0.99471], [-2.51034, 4.58134, -0.08533], [-2.82756, 3.69949, -1.58759], [-0.05942, 3.77136, -0.09193], [-0.53593, 4.81335, -1.44956], [-0.35231, 3.06258, -1.70047], [-4.20061, 3.29896, 1.68277], [-4.01440, 1.33708, 0.67607], [-4.43660, 2.74690, -0.38162], [-3.58041, 3.04025, 2.57134], [-5.27737, 3.04649, 1.91439], [-4.14609, 4.38899, 1.45150], [-1.88903, 1.88884, 0.31277], [0.66704, -1.29333, -1.14465], [-0.67758, 0.26161, -0.54135], [-2.06834, -0.46936, -1.52492], [-0.05762, 1.14958, -0.77477], [-0.67961, 0.12276, 0.59082], [-3.02215, -1.53156, -0.36647], [-1.55451, -1.39069, -3.03818], [-3.23349, 0.81185, -2.40707], [0.36117, -3.39807, -0.99564], [1.83575, -4.62892, -0.84494], [-0.33016, -3.79106, -1.80857], [-0.27885, -3.49068, -0.06860], [1.56354, -6.15506, -1.87329], [2.11425, -5.07472, 0.91391], [3.38101, -3.76801, -1.47234], [-3.66284, 0.28248, -3.25867], [-2.65300, 1.66537, -2.76680], [-4.05575, 1.13357, -1.76825], [-2.46024, -2.42704, -0.05952], [-3.93056, -1.91041, -0.86227], [-3.33610, -1.02466, 0.54913], [-0.56020, -1.16032, -3.49554], [-2.27175, -1.14943, -3.85551], [-1.62367, -2.49807, -2.93598], [1.24528, -5.56988, 1.37201], [2.34340, -4.21160, 1.55388], [2.95780, -5.77764, 1.02620], [3.84981, -3.15630, -0.67998], [3.17238, -3.10168, -2.32650], [4.11098, -4.53890, -1.79517], [2.36490, -6.88960, -1.69443], [1.54827, -5.94796, -2.95140], [0.61931, -6.66421, -1.64677], [6.42711, 2.37033, 0.55418], [5.17788, 1.27492, 0.51056], [5.05766, 0.36211, 1.56153], [4.01150, -0.55231, 1.60675], [3.88835, -2.00780, 3.13173], [2.99663, -0.53831, 0.61219], [1.96245, -1.30866, 0.67972], [3.20099, 0.34482, -0.52440], [2.33152, 0.20543, -1.57119], [2.39664, 1.01273, -2.63987], [3.40069, 1.99038, -2.70104], [4.30230, 2.14943, -1.65843], [4.26117, 1.29842, -0.54130], [5.80610, 0.34033, 2.33353], [1.68711, 0.89638, -3.47361], [3.41537, 2.66083, -3.57881], [5.07500, 2.91796, -1.74287]], "lumo_ha": -0.101, "charge": 1, "e_tot_ev": -75865.80212, "homo_lumo_gap_ev": 6.81, "homo_ev": -9.561}

***

Q: Which formula does entry 3 have?
A: C25H47ClIInNO3Si2